Entry 1:
Computed, not measured: a structure of composition C23H41HfN3O4P2 in a non-equilibrium geometry, with ωB97M-V/def2-TZVPD.

## Properties
highest occupied orbital energy = -3.2 eV

Each line ends with the Löwdin charge.
CARTESIAN COORDINATES (ANGSTROEM)
Hf: -0.61578 -0.04766 -0.33924  1.407
P: 3.76934 -0.77887 -2.93967  0.875
P: -2.89226 1.17969 -0.42281  0.717
N: -0.81028 -0.36982 -2.23909  -0.222
H: 3.24750 -0.85519 -1.62171  -0.005
C: 4.38981 -2.42599 -3.30463  -0.227
H: 5.33046 -2.33826 -3.86085  0.046
H: 3.64651 -2.99309 -3.88556  0.061
H: 4.56360 -2.95566 -2.35840  0.050
C: 5.03439 0.39738 -2.48644  -0.216
H: 5.91106 0.24564 -3.11473  0.048
H: 5.27494 0.23263 -1.42756  0.049
H: 4.63679 1.41082 -2.59191  0.065
C: 2.75462 -0.19323 -4.31638  -0.210
H: 3.38438 -0.12689 -5.22668  0.061
H: 2.34267 0.80656 -4.10341  0.056
H: 1.90773 -0.86734 -4.52370  0.055
C: -4.09250 -0.04358 0.22306  -0.258
H: -5.04256 0.46526 0.42641  0.049
H: -3.71354 -0.51675 1.13969  0.027
H: -4.25256 -0.82735 -0.53051  0.055
C: -3.06034 2.62001 0.65706  -0.259
H: -4.02615 2.56836 1.17560  0.048
H: -3.01708 3.52756 0.04284  0.049
H: -2.23805 2.61733 1.39006  0.017
C: -3.61880 1.66609 -2.02137  -0.258
H: -4.69478 1.86384 -1.89853  0.052
H: -3.46471 0.86020 -2.75562  0.045
H: -3.10693 2.56886 -2.38615  0.049
C: -0.90119 -0.19676 -3.55065  -0.493
C: -1.65822 -0.96045 -5.76002  -0.133
C: -1.26822 -1.24862 -4.46211  -0.078
C: -0.72761 1.11349 -4.12481  -0.106
C: -1.13561 1.38576 -5.42263  -0.137
C: -1.61736 0.35903 -6.24575  -0.145
H: -2.00196 -1.75848 -6.42093  0.093
H: -1.31072 -2.26643 -4.07914  0.091
H: -0.34137 1.91141 -3.48759  0.090
H: -1.06883 2.40575 -5.80360  0.092
H: -1.93752 0.58522 -7.26886  0.085
C: 2.52605 -0.22260 0.32592  -0.657
O: 1.38130 0.21207 -0.10898  -0.355
C: 2.78791 -1.68693 0.49679  -0.143
H: 2.95583 -1.89722 1.56544  0.046
H: 3.71787 -1.97077 -0.02808  0.038
H: 1.97530 -2.33962 0.16021  0.062
C: 3.35879 0.70093 1.15499  -0.119
H: 3.30322 0.41459 2.22691  0.043
H: 3.04637 1.75051 1.09593  0.068
H: 4.42198 0.62409 0.87975  0.047
C: -3.40584 0.28302 4.67141  -0.073
C: -2.02856 0.34096 5.30379  -0.171
C: -0.92013 -0.25126 4.40527  -0.299
C: 0.49770 -0.17594 5.04992  -0.157
C: 1.02372 1.22174 5.33467  -0.083
C: -1.20669 -1.73095 4.14255  -0.332
O: -1.89274 -2.46815 4.84544  0.116
N: -0.56625 -2.26589 2.99433  0.220
C: -0.72577 -1.54570 1.86472  -0.511
O: -0.60064 -1.99778 0.65483  -0.112
N: -1.00072 -0.23308 1.93948  0.043
C: -0.90729 0.51113 3.08887  -0.428
O: -0.84642 1.73428 2.99621  0.068
H: -3.38629 0.62475 3.63361  0.066
H: -4.08683 0.93897 5.21670  0.080
H: -3.79982 -0.73397 4.70984  0.076
H: -1.76387 1.38086 5.51578  0.110
H: -2.01150 -0.20467 6.25652  0.129
H: 0.42713 -0.75596 5.98268  0.125
H: 1.22617 -0.70387 4.41188  0.119
H: 0.22552 1.93613 5.54408  0.069
H: 1.69064 1.16542 6.19729  0.078
H: 1.61062 1.60397 4.49426  0.076
H: -0.60559 -3.27951 2.90332  0.175

Forces on atoms 1 to 2 (eV/Å):
Hf 4.2 -1.1 -1.5
P -1.0 -0.4 0.3

***

Entry 2:
Computed, not measured: a cluster of 2 separate species, BrI2P in total, with ωB97M-V/def2-TZVPD.

## Properties
highest occupied orbital energy (spin up / spin down) = -10.0 / -8.6 eV

Each line ends with the Löwdin charge.
CARTESIAN COORDINATES (ANGSTROEM)
P: 2.15082 0.44551 0.37300  -0.154
Br: 2.19638 -1.69109 -0.16665  0.030
I: -4.16461 0.09587 -0.05373  -0.006
I: -0.18258 1.14972 -0.15262  0.130

Forces on atoms 1 to 2 (eV/Å):
P -0.8 0.1 -0.2
Br -0.1 0.2 0.0

***

| no. | electronic energy (eV) |
| --- | --- |
| 1 | -57060.00397 |
| 2 | -95531.95905 |